DFT (ωB97M-V/def2-TZVPD) results for a gas-phase ion, C24H40F9N5O5P (charge +1).

Atoms and positions in Å:
C -0.955 -3.803 3.510
C 0.171 -3.692 2.344
C 1.674 -3.577 2.917
C 2.017 -2.096 3.506
C 3.208 -1.359 2.661
C 2.976 0.224 2.524
C 1.638 0.468 1.657
C 1.463 2.021 1.162
N -0.001 2.297 1.227
C -0.564 3.080 0.114
C -2.198 2.942 0.180
C -2.712 2.128 1.461
O -2.656 2.737 2.579
N -3.295 0.775 1.477
C -2.282 -0.311 1.349
C -4.450 0.621 0.543
C -0.287 4.677 0.329
O -0.134 5.200 1.462
N -0.262 5.550 -0.884
C -1.611 6.019 -1.260
O -2.279 6.632 -0.388
F -2.232 5.788 -2.518
C -0.019 2.569 -1.310
C -0.179 0.997 -1.581
C -1.535 0.610 -2.403
O -1.320 -0.644 -3.086
C -2.414 -1.544 -2.745
C -1.946 -3.005 -3.280
F -1.377 -2.789 -4.571
F -3.145 -3.754 -3.464
C -0.928 -3.721 -2.244
F -1.705 -4.764 -1.611
F -0.540 -2.851 -1.156
C 0.319 -4.457 -2.935
F -0.203 -5.325 -3.950
F 0.950 -5.243 -1.899
C 1.461 -3.483 -3.509
F 1.443 -3.648 -4.948
F 1.233 -2.097 -3.275
N 1.452 2.886 -1.337
C 2.248 2.387 -0.171
O 3.202 3.460 0.149
P 3.362 0.964 -0.868
N 4.280 1.533 -2.083
H -0.784 -4.689 4.218
H -1.080 -2.821 4.103
H -1.991 -3.993 3.022
H 0.071 -4.670 1.734
H -0.135 -2.838 1.645
H 2.381 -3.858 2.064
H 1.727 -4.302 3.816
H 1.025 -1.513 3.460
H 2.280 -2.159 4.632
H 3.233 -1.856 1.628
H 4.172 -1.592 3.259
H 3.887 0.822 2.184
H 2.731 0.607 3.593
H 1.463 -0.291 0.818
H 0.759 0.318 2.398
H 1.953 2.632 2.021
H -0.156 2.755 2.151
H -2.648 2.489 -0.769
H -2.658 4.004 0.267
H -1.215 0.036 1.134
H -2.226 -0.950 2.316
H -2.557 -1.070 0.514
H -5.101 -0.239 0.961
H -4.172 0.325 -0.529
H -5.078 1.579 0.618
H 0.306 6.387 -0.676
H -0.517 3.216 -2.127
H -0.066 0.391 -0.614
H 0.681 0.631 -2.273
H -1.833 1.442 -3.143
H -2.363 0.550 -1.616
H -2.646 -1.588 -1.622
H -3.388 -1.187 -3.258
H 2.497 -3.846 -3.146
H 1.656 3.909 -1.451
H 1.834 2.449 -2.213
H 4.063 2.979 0.287
H 2.516 -0.103 -1.323
H 4.268 0.441 0.108
H 5.264 1.381 -1.772

Output
charge	+1
structure (SMILES)	CCCCCCC[C@@H]1N[C@@](CC(=O)N(C)C)(C(=O)NC(=O)F)[C@H](CCOCC(F)(F)C(F)(F)C(F)(F)C(F)F)[NH2+][C@]1(O)[PH2]=N
E	-76954.75002	eV
F_max	6.02	eV/A
E_HOMO	-11.99	eV
gap between HOMO and LUMO	8.625	eV